# 1
Here is a 6-piece molecular cluster, C17H41N5O7Si overall in a non-equilibrium geometry from the OMol25 dataset. Energies are from ωB97M-V/def2-TZVPD.

CARTESIAN COORDINATES (ANGSTROEM)
O: 4.69262 0.02896 1.90744
C: 3.72623 0.26837 1.30451
O: 3.72145 1.41358 0.50230
C: 2.48650 -0.56279 1.38213
Si: 0.93433 0.60260 1.39001
H: 3.69535 2.14530 1.13207
H: 2.50500 -1.16041 2.28350
H: 2.40177 -1.22689 0.52600
H: -0.01933 0.13620 2.37495
H: 0.38607 0.53400 0.02429
H: 1.40658 1.96853 1.71475
C: -4.19557 3.52926 2.34203
N: -3.25881 2.46423 2.04055
C: -2.88353 2.00777 0.81807
C: -3.49824 2.67038 -0.39018
O: -2.07689 1.09338 0.72211
H: -3.68286 4.30493 2.91629
H: -5.01158 3.12570 2.94347
H: -4.60755 3.96537 1.43985
H: -2.81387 1.98133 2.80662
H: -3.10396 2.20129 -1.28691
H: -4.58311 2.55181 -0.37760
H: -3.24513 3.73136 -0.41011
C: 5.85770 1.23021 -4.47033
N: 5.46111 -0.16297 -4.39136
C: 5.32661 -0.93430 -3.28040
C: 5.61888 -0.29221 -1.94716
O: 4.98047 -2.10324 -3.38120
H: 5.06049 1.80644 -4.94313
H: 6.75931 1.31536 -5.07971
H: 6.05560 1.64270 -3.48718
H: 5.25088 -0.65012 -5.24897
H: 5.47149 -1.02208 -1.15659
H: 6.65523 0.04701 -1.91626
H: 4.94326 0.54636 -1.77458
C: 4.11117 -7.21871 -4.24598
N: 4.15435 -6.58363 -5.54851
C: 4.67396 -5.36516 -5.87124
C: 5.28672 -4.55202 -4.75882
O: 4.63203 -4.96657 -7.02567
H: 4.64616 -8.16987 -4.28830
H: 3.07237 -7.41436 -3.97216
H: 4.56414 -6.59249 -3.48534
H: 3.76006 -7.07522 -6.33489
H: 5.65156 -3.61738 -5.16048
H: 4.54450 -4.33219 -3.99670
H: 6.12489 -5.09423 -4.31582
C: 0.32448 -3.45747 6.12449
N: 0.36730 -2.06748 5.70959
C: -0.30987 -1.47380 4.69002
C: -1.23094 -2.33866 3.86354
O: -0.16683 -0.28320 4.45902
H: -0.01102 -3.51486 7.16147
H: 1.32583 -3.88616 6.05697
H: -0.34958 -4.03661 5.50309
H: 0.96407 -1.43440 6.21874
H: -1.69351 -1.72646 3.09406
H: -0.66860 -3.13966 3.38139
H: -2.01530 -2.76503 4.49035
C: -9.16256 5.90440 2.12705
N: -8.21208 4.84094 1.85707
C: -7.80530 4.36417 0.65075
C: -8.39674 4.99745 -0.58515
O: -6.99057 3.45601 0.58663
H: -8.66959 6.69345 2.69726
H: -9.98866 5.50859 2.72001
H: -9.55748 6.32640 1.20965
H: -7.78074 4.37516 2.64011
H: -7.97841 4.51414 -1.46270
H: -9.47952 4.86748 -0.59736
H: -8.15287 6.05997 -0.62142

For the HOMO energy, the calculation gives -8.95 eV. The calculation puts the lowest unoccupied orbital energy at 0.5 eV.

# 2
Here is C32H40IN7O2Si2 as an isolated structure in a non-equilibrium geometry from the OMol25 dataset. Energies are from ωB97M-V/def2-TZVPD.

CARTESIAN COORDINATES (ANGSTROEM)
C: 4.56677 1.52412 3.29762
N: 3.85045 1.05947 4.49576
C: 3.09793 -0.17806 4.29728
Si: 1.27667 0.10566 3.78216
O: 0.37604 -1.10353 4.55649
I: 1.11452 -0.28672 1.34076
O: 0.84689 1.68578 4.21183
Si: -0.78954 2.10204 3.89601
H: 5.45428 2.08291 3.62404
H: 4.88700 0.63277 2.74505
H: 3.97129 2.17495 2.63673
H: 3.28964 1.78321 4.91514
H: 3.61006 -0.88260 3.63321
H: 3.02353 -0.68096 5.28233
H: -0.56780 -0.95424 4.51345
H: -1.65137 1.37431 4.85779
H: -0.95345 3.53014 4.21013
H: -1.20921 1.87920 2.50912
N: -2.96990 0.11287 -0.62973
C: -4.02571 -0.36898 -1.29174
C: -4.21725 -1.71401 -1.56426
C: -3.25904 -2.61577 -1.12790
C: -2.15461 -2.13934 -0.43986
C: -2.05794 -0.77461 -0.21681
H: -4.74716 0.37289 -1.61540
H: -5.09378 -2.04706 -2.10416
H: -3.37149 -3.67575 -1.32235
H: -1.38445 -2.81085 -0.08339
H: -1.20795 -0.35811 0.32219
N: -3.62817 -2.99619 -6.67036
C: -3.51992 -2.89918 -5.34126
C: -2.63740 -2.04850 -4.69686
C: -1.81249 -1.25030 -5.47232
C: -1.90454 -1.33368 -6.85237
C: -2.82358 -2.21576 -7.39696
H: -4.18274 -3.54465 -4.77371
H: -2.59655 -2.01231 -3.61886
H: -1.10796 -0.57212 -5.00719
H: -1.27780 -0.72771 -7.49228
H: -2.93281 -2.31275 -8.47114
N: -8.57352 -6.75916 -6.85075
C: -7.36396 -6.93714 -7.38968
C: -6.29031 -6.08763 -7.17621
C: -6.47856 -4.98517 -6.35924
C: -7.72548 -4.77874 -5.79031
C: -8.73184 -5.69081 -6.06539
H: -7.26500 -7.81097 -8.02393
H: -5.33187 -6.28314 -7.63774
H: -5.66437 -4.29753 -6.16997
H: -7.91309 -3.92912 -5.14733
H: -9.72248 -5.57237 -5.64047
N: -0.93439 5.27557 5.89332
C: -1.55079 6.41714 6.21163
C: -1.21501 7.19556 7.30730
C: -0.18214 6.76621 8.12517
C: 0.47066 5.58402 7.81529
C: 0.05872 4.88227 6.69413
H: -2.35377 6.71078 5.54487
H: -1.74832 8.11326 7.51480
H: 0.11038 7.34527 8.99216
H: 1.28131 5.21514 8.42874
H: 0.54237 3.95308 6.40891
N: 6.16839 -1.31780 1.28807
C: 5.11753 -1.80441 0.62267
C: 4.93010 -3.15050 0.35367
C: 5.88947 -4.04730 0.79537
C: 6.98977 -3.56510 1.48609
C: 7.07971 -2.20014 1.70606
H: 4.39494 -1.06437 0.29561
H: 4.05611 -3.48721 -0.18735
H: 5.78099 -5.10770 0.60449
H: 7.76020 -4.23279 1.84688
H: 7.91991 -1.77689 2.24481
N: 4.62680 3.92755 0.51747
C: 4.05559 3.20956 -0.45278
C: 3.90062 3.65774 -1.75471
C: 4.36088 4.92539 -2.07174
C: 4.95579 5.68908 -1.08056
C: 5.06459 5.14564 0.18916
H: 3.70797 2.22521 -0.15694
H: 3.43144 3.03038 -2.50041
H: 4.25760 5.31298 -3.07764
H: 5.32732 6.68342 -1.28778
H: 5.52537 5.70421 0.99613

For the HOMO energy, the calculation gives -7.97 eV. The calculation puts the lowest unoccupied orbital energy at 0.2 eV.

# 3
Here is C21H33F3O5PRuS5 as an isolated structure in a non-equilibrium geometry from the OMol25 dataset. Energies are from ωB97M-V/def2-TZVPD.

CARTESIAN COORDINATES (ANGSTROEM)
Ru: -2.75483 0.21882 -0.69146
S: -2.84401 4.65341 1.36604
C: -2.89170 3.16998 0.58661
S: -2.35579 2.99500 -1.02776
S: -3.37751 1.73770 1.39204
O: -6.39460 -1.02468 -2.06367
S: -5.01013 -1.13944 -1.65133
O: -4.41140 -2.41935 -1.95181
O: -4.80761 -0.70534 -0.24091
S: -3.94723 0.28679 -2.75652
C: 2.24047 3.98499 0.99823
C: 1.31415 3.45887 2.10753
C: 0.27900 2.47580 1.54512
C: 0.89227 1.65232 0.40740
C: 1.14436 2.58864 -0.79211
C: 1.49901 4.01565 -0.33661
P: -0.19913 0.22433 -0.07706
C: 0.12093 -1.07214 1.23584
C: 1.52457 -1.13506 1.87611
C: 1.54356 -0.55541 3.28838
C: 0.61708 -1.35191 4.22191
C: -0.61198 -1.91061 3.47928
C: -0.98540 -1.01177 2.30546
C: 0.64109 -0.52687 -1.55391
C: 2.16732 -0.70405 -1.49619
C: 2.74589 -0.87359 -2.91138
C: 1.77600 -1.64659 -3.80564
C: 0.46771 -0.85710 -4.02081
C: 0.22037 0.13396 -2.87634
H: 3.11427 3.33104 0.89920
H: 2.61620 4.97867 1.25739
H: 0.77821 4.28994 2.57243
H: 1.91430 2.97697 2.88737
H: -0.56697 3.03027 1.14462
H: -0.11695 1.85014 2.34455
H: 1.84258 1.23035 0.75206
H: 0.24168 2.63335 -1.40063
H: 1.95130 2.19107 -1.41428
H: 0.58439 4.60545 -0.22921
H: 2.11168 4.50152 -1.10072
H: -0.02702 -1.99843 0.68395
H: 2.26431 -0.63151 1.25052
H: 1.83258 -2.18479 1.93085
H: 1.23129 0.48982 3.25248
H: 2.56418 -0.56907 3.68215
H: 0.29468 -0.70422 5.04178
H: 1.17588 -2.17923 4.67088
H: -1.45013 -2.00890 4.17170
H: -0.39269 -2.90971 3.09081
H: -1.14127 0.01056 2.65922
H: -1.92321 -1.33464 1.85103
H: 0.19076 -1.52056 -1.57726
H: 2.39648 -1.59562 -0.90551
H: 2.65619 0.14373 -1.00769
H: 3.71050 -1.38730 -2.85751
H: 2.93127 0.10910 -3.35728
H: 1.54210 -2.60534 -3.33479
H: 2.24909 -1.86412 -4.76720
H: -0.36490 -1.56009 -4.05451
H: 0.49632 -0.31672 -4.97186
H: -0.83889 0.39969 -2.84717
H: 0.78010 1.05833 -3.03837
F: -3.16959 -4.21837 0.51218
C: -2.06364 -4.35197 -0.22763
F: -1.03271 -4.55929 0.65767
F: -2.18915 -5.49030 -0.93428
C: -1.69576 -3.10611 -1.11867
O: -1.10590 -3.37055 -2.15880
O: -1.99403 -2.02550 -0.56592

For the HOMO energy (alpha / beta), the calculation gives -1.68 / -2.23 eV. The spin multiplicity is 6. Its expectation value of S² is 8.767. Its net charge is -2. The calculation puts the lowest unoccupied orbital energy (alpha / beta) at 4.3 / 4.2 eV.

# 4
Here is a 2-piece molecular cluster, C8H18ClNO5S overall from the OMol25 dataset. Energies are from ωB97M-V/def2-TZVPD.

CARTESIAN COORDINATES (ANGSTROEM)
C: 6.43113 -1.02877 -0.06173
C: 4.98655 -1.03616 0.37880
O: 4.53203 -1.85123 1.13180
N: 4.21129 0.04760 -0.09452
C: 4.43120 0.53842 -1.45447
O: 2.83334 -0.27164 0.01189
S: 2.21710 0.71186 1.21240
O: 1.92018 1.98218 0.58670
O: 0.86972 -0.13723 1.31643
C: -0.27202 0.28714 0.55480
C: -1.47916 -0.64803 0.77574
C: -1.96183 -1.28208 -0.52169
Cl: -1.15148 -1.94116 1.97297
H: 6.51399 -1.31168 -1.11128
H: 6.95423 -1.76486 0.54069
H: 6.89342 -0.05219 0.07391
H: 3.84803 1.44598 -1.57883
H: 5.48241 0.76973 -1.58879
H: 4.10012 -0.19710 -2.19098
H: -0.00359 0.30421 -0.50063
H: -0.53636 1.29605 0.86620
H: -2.28568 -0.07137 1.21449
H: -1.42117 -2.20436 -0.72501
H: -3.02041 -1.52590 -0.44677
H: -1.83767 -0.59148 -1.35718
C: -6.55685 1.46166 -0.01401
C: -5.32759 0.59807 -0.21395
O: -4.46333 0.61263 0.91987
H: -6.26796 2.49004 0.20344
H: -7.18383 1.45559 -0.90649
H: -7.15650 1.09426 0.82199
H: -4.72559 0.97248 -1.04166
H: -5.61791 -0.43121 -0.45112
H: -4.95581 0.27857 1.67699

For the HOMO energy, the calculation gives -9.84 eV. The calculation puts the lowest unoccupied orbital energy at 0.7 eV.

Please write out number 4 again, unchanged.
Here is a 2-piece molecular cluster, C8H18ClNO5S overall from the OMol25 dataset. Energies are from ωB97M-V/def2-TZVPD.

CARTESIAN COORDINATES (ANGSTROEM)
C: 6.43113 -1.02877 -0.06173
C: 4.98655 -1.03616 0.37880
O: 4.53203 -1.85123 1.13180
N: 4.21129 0.04760 -0.09452
C: 4.43120 0.53842 -1.45447
O: 2.83334 -0.27164 0.01189
S: 2.21710 0.71186 1.21240
O: 1.92018 1.98218 0.58670
O: 0.86972 -0.13723 1.31643
C: -0.27202 0.28714 0.55480
C: -1.47916 -0.64803 0.77574
C: -1.96183 -1.28208 -0.52169
Cl: -1.15148 -1.94116 1.97297
H: 6.51399 -1.31168 -1.11128
H: 6.95423 -1.76486 0.54069
H: 6.89342 -0.05219 0.07391
H: 3.84803 1.44598 -1.57883
H: 5.48241 0.76973 -1.58879
H: 4.10012 -0.19710 -2.19098
H: -0.00359 0.30421 -0.50063
H: -0.53636 1.29605 0.86620
H: -2.28568 -0.07137 1.21449
H: -1.42117 -2.20436 -0.72501
H: -3.02041 -1.52590 -0.44677
H: -1.83767 -0.59148 -1.35718
C: -6.55685 1.46166 -0.01401
C: -5.32759 0.59807 -0.21395
O: -4.46333 0.61263 0.91987
H: -6.26796 2.49004 0.20344
H: -7.18383 1.45559 -0.90649
H: -7.15650 1.09426 0.82199
H: -4.72559 0.97248 -1.04166
H: -5.61791 -0.43121 -0.45112
H: -4.95581 0.27857 1.67699

For the HOMO energy, the calculation gives -9.84 eV. The calculation puts the lowest unoccupied orbital energy at 0.7 eV.